Entry 1:
The following is a DFT calculation (ωB97M-V with the def2-TZVPD basis set) of the molecule C19H21N5O3 at a distorted geometry.

- Structure (SMILES): [H]/N=c1/c(C(=O)NCCCOC)cc2c(=O)n3ccccc3nc2n1CC=C
- Energy above the lowest of the compared OMol25 structures with the same formula, charge and spin: 225.8 kJ/mol

Positions of all 48 atoms, in Å:
H1 -1.44606 -2.17861 -1.54430
N1 -1.62014 -1.19629 -1.38559
C1 -0.63062 -0.46204 -1.06608
C2 -0.81746 0.95252 -0.78688
C3 -2.15631 1.63550 -0.79915
O1 -2.24817 2.81985 -0.50877
N2 -3.20260 0.87358 -1.14797
C4 -4.55273 1.36593 -1.04650
C5 -5.07502 1.34617 0.39567
C6 -5.14535 -0.06604 0.98551
O2 -3.91302 -0.74377 1.08391
C7 -3.02770 -0.22013 2.04019
C8 0.24334 1.72687 -0.44286
C9 1.55176 1.19651 -0.34761
C10 2.65753 2.02440 0.02058
O3 2.64252 3.20842 0.27929
N3 3.91463 1.31836 0.07563
C11 5.02237 2.02898 0.41519
C12 6.24643 1.45126 0.48972
C13 6.37219 0.07280 0.20732
C14 5.26846 -0.64474 -0.13234
C15 3.99070 -0.02875 -0.20760
N4 2.95065 -0.75141 -0.53713
C16 1.74303 -0.16545 -0.61016
N5 0.69001 -0.94427 -0.96301
C17 0.95204 -2.36022 -1.20003
C18 0.62692 -3.17696 0.01748
C19 1.51478 -3.91471 0.65481
H2 -3.01971 -0.12652 -1.23930
H3 -5.18908 0.75227 -1.68787
H4 -4.56188 2.40020 -1.40442
H5 -6.07911 1.77266 0.41720
H6 -4.42719 1.97743 1.00478
H7 -5.61860 -0.01340 1.97968
H8 -5.75792 -0.70339 0.34109
H9 -2.19592 -0.92026 2.10214
H10 -2.63963 0.76324 1.75464
H11 -3.50914 -0.14081 3.02335
H12 0.08738 2.77437 -0.22885
H13 4.83151 3.07458 0.61334
H14 7.10742 2.03850 0.76051
H15 7.34095 -0.39865 0.26311
H16 5.30832 -1.69743 -0.35695
H17 0.36001 -2.68855 -2.06178
H18 2.01054 -2.45607 -1.44169
H19 -0.39347 -3.10854 0.37199
H20 1.25663 -4.48662 1.52946
H21 2.53670 -3.98076 0.32027

---

Entry 2:
The following is a DFT calculation (ωB97M-V with the def2-TZVPD basis set) of a cluster of 2 separate species, C4H6N2O in total.

- Structure (SMILES): [H]/N=C1\C=CNC1=O.[H][H]
- Energy above the lowest of the compared OMol25 structures with the same formula, charge and spin: 195.3 kJ/mol

Positions of all 13 atoms, in Å:
H1 -2.32950 -2.07260 0.93841
N1 -1.55096 -1.53315 1.32568
C1 -1.02164 -0.81753 0.41975
C2 -1.29269 -0.61841 -1.01017
C3 -0.39383 0.27205 -1.46347
N2 0.47222 0.70539 -0.46121
C4 0.17588 0.08520 0.74377
O1 0.75057 0.23745 1.79372
H2 -2.06947 -1.09812 -1.58977
H3 -0.28135 0.66556 -2.46676
H4 1.23351 1.35466 -0.57694
H5 2.86424 1.22917 1.32448
H6 3.44303 1.59035 1.02253

---

Entry 3:
The following is a DFT calculation (ωB97M-V with the def2-TZVPD basis set) of a structure of composition C33H16F4N5O4Rh.

- Energy above the lowest of the compared OMol25 structures with the same formula, charge and spin: 0.0 kJ/mol
- Charge: +2

Positions of all 63 atoms, in Å:
Rh1 -0.56383 -1.18446 0.72122
O1 0.45354 -4.79231 -0.90482
C1 0.01043 -3.73594 -0.29796
O2 0.60710 -2.65888 -0.24892
C2 -1.30493 -3.90291 0.40387
C3 -2.01715 -5.06429 0.64864
C4 -3.18597 -4.95895 1.39552
C5 -3.61705 -3.72911 1.88554
C6 -2.85411 -2.60861 1.59846
N1 -1.74032 -2.73684 0.87631
C7 -3.00204 -1.18731 2.07461
O3 -4.08491 -0.75294 2.64187
O4 -2.04928 -0.41684 1.93604
H1 1.30907 -4.61701 -1.33837
H2 -1.66895 -6.01803 0.27686
H3 -3.76248 -5.84820 1.61196
H4 -4.51560 -3.67404 2.48615
H5 -4.79963 -1.40422 2.70288
F1 2.99728 0.41211 2.64841
C8 3.73190 1.52757 2.63805
C9 4.84320 1.59041 3.38790
F2 5.17709 0.54607 4.11382
C10 5.66982 2.78698 3.45066
C11 5.18175 3.89547 2.64411
C12 4.06505 3.81812 1.89745
F3 3.70043 4.85242 1.15859
C13 3.25543 2.62765 1.83989
C14 2.11438 2.55001 1.08192
C15 1.33035 1.37310 0.94153
N2 0.72120 0.43244 0.69561
C16 1.51305 3.63003 0.35514
N3 0.94116 4.47586 -0.17113
F4 5.88314 5.00538 2.62093
C17 6.80509 2.86167 4.19833
C18 7.33221 1.76180 4.94902
N4 7.75530 0.87930 5.54917
C19 7.60152 4.04518 4.32200
N5 8.22390 4.99749 4.47702
C20 -3.72298 3.27645 -3.77463
C21 -3.14397 3.82521 -2.63992
C22 -2.58761 2.99771 -1.67889
C23 -2.58972 1.61212 -1.85167
C24 -3.18248 1.06659 -2.99330
C25 -3.74656 1.89777 -3.94491
C26 -1.95243 0.79818 -0.80403
C27 -1.50150 -0.44172 -0.93010
C28 -1.27567 -1.31828 -2.07280
C29 -0.23369 -1.01223 -2.95220
C30 0.01356 -1.82343 -4.05010
C31 -0.77005 -2.94613 -4.27686
C32 -1.81711 -3.25360 -3.41267
C33 -2.06862 -2.44553 -2.31675
H6 -4.16337 3.92091 -4.52323
H7 -3.12767 4.89738 -2.50004
H8 -2.13662 3.43197 -0.79421
H9 -3.22121 -0.00445 -3.13620
H10 -4.21089 1.46944 -4.82301
H11 -1.83977 1.30543 0.14997
H12 0.36510 -0.12811 -2.77420
H13 0.81241 -1.57301 -4.73506
H14 -0.58162 -3.57156 -5.13913
H15 -2.45120 -4.10728 -3.61311
H16 -2.92346 -2.65204 -1.68124

---

Entry 4:
The following is a DFT calculation (ωB97M-V with the def2-TZVPD basis set) of a structure of composition C54H114BF22N10O14S6 at a distorted geometry.

- Charge: +3

Positions of all 221 atoms, in Å:
C1 5.35794 2.57410 -7.59741
C2 4.02215 2.65411 -7.00937
C3 2.78905 2.61059 -7.98120
O1 1.67536 2.25682 -7.21113
C4 0.40496 2.60400 -7.76311
N1 3.74154 1.63125 -5.92768
H1 3.86436 0.70322 -6.37407
H2 4.26116 1.74000 -5.03506
H3 2.75258 1.74168 -5.70402
H4 5.45748 3.24380 -8.41776
H5 5.60346 1.56061 -7.91953
H6 6.05838 2.79150 -6.78150
H7 3.93110 3.62724 -6.59620
H8 2.99611 2.02901 -8.89465
H9 2.54284 3.62554 -8.41564
H10 -0.35771 2.54510 -6.98513
H11 0.14597 1.95847 -8.56772
H12 0.42265 3.62734 -8.19924
C5 -1.22663 0.42602 0.17903
C6 -1.31962 0.30786 1.73302
C7 -0.64217 1.47475 2.56691
O2 -1.13115 1.42443 3.88217
C8 -0.93554 2.65890 4.58743
N2 -2.80507 0.55002 2.14906
H13 -3.26769 1.24368 1.51173
H14 -3.39126 -0.31574 2.11334
H15 -2.85618 0.91170 3.12377
H16 -1.74693 -0.36524 -0.33045
H17 -0.18784 0.30798 -0.05567
H18 -1.69234 1.34979 -0.13242
H19 -0.99129 -0.66049 2.16141
H20 -0.81919 2.45754 2.10235
H21 0.43744 1.25259 2.49867
H22 -1.13966 3.60494 4.05991
H23 0.11527 2.69128 4.89749
H24 -1.56498 2.50292 5.47248
C9 2.96306 2.43521 5.87599
C10 2.39209 1.09003 5.47567
C11 3.46883 0.10336 5.08596
N3 2.94449 -1.31513 5.19146
C12 1.66490 -1.54353 4.36253
C13 2.66224 -1.76787 6.66629
C14 3.07091 -3.21549 6.70870
C15 4.33565 -3.23484 5.83129
C16 3.98580 -2.33118 4.67631
H25 2.25768 3.26816 5.80423
H26 3.92365 2.75515 5.33810
H27 3.31708 2.39326 6.91030
H28 1.59416 1.13042 4.72180
H29 1.93920 0.66350 6.34198
H30 4.39048 0.15048 5.66067
H31 3.75375 0.35127 4.03007
H32 1.84273 -1.52542 3.29815
H33 0.95729 -0.72745 4.62582
H34 1.17989 -2.45136 4.66917
H35 1.63679 -1.47105 6.86322
H36 3.26908 -1.11070 7.26382
H37 2.23989 -3.84273 6.30837
H38 3.20179 -3.58164 7.71422
H39 4.52664 -4.28316 5.60523
H40 5.25774 -2.91568 6.30633
H41 3.45928 -2.96812 3.93022
H42 4.87861 -1.85993 4.25571
C17 -2.04661 -9.16680 0.73743
C18 -0.82416 -8.28874 0.41368
C19 -1.17985 -6.92240 -0.07987
N4 0.00297 -6.11320 -0.50948
C20 0.92455 -5.93456 0.64039
C21 0.68978 -6.57840 -1.72150
C22 1.59077 -5.43608 -2.12813
C23 0.85988 -4.16978 -1.66601
C24 -0.39186 -4.70486 -0.97699
H43 -1.83613 -10.19829 1.04506
H44 -2.58343 -9.25318 -0.22931
H45 -2.73062 -8.74305 1.49474
H46 -0.13199 -8.76846 -0.29164
H47 -0.21388 -8.15100 1.30942
H48 -1.62846 -6.25288 0.64005
H49 -1.80500 -6.96917 -0.98191
H50 1.72462 -5.22806 0.34724
H51 1.37061 -6.91179 0.87597
H52 0.28881 -5.53149 1.45976
H53 1.20522 -7.51400 -1.49359
H54 -0.18626 -6.78431 -2.33396
H55 2.55805 -5.48339 -1.72104
H56 1.58883 -5.41918 -3.25976
H57 1.47259 -3.61779 -0.94289
H58 0.57379 -3.51884 -2.44601
H59 -0.83526 -4.21132 -0.14463
H60 -1.27604 -4.92463 -1.60948
C25 7.49986 2.79512 -2.22468
C26 6.45407 3.62716 -1.45306
C27 7.10463 4.33748 -0.22416
N5 6.15610 5.30454 0.47090
C28 4.95359 4.62066 1.02017
C29 5.80042 6.48390 -0.50933
C30 6.09630 7.74626 0.34486
C31 7.33229 7.30366 1.06360
C32 6.82944 5.95253 1.62948
H61 7.68629 1.85907 -1.69514
H62 8.47640 3.23178 -2.40247
H63 7.04189 2.60617 -3.17628
H64 5.62359 2.94185 -1.19952
H65 6.03438 4.41681 -2.09109
H66 7.94651 4.98417 -0.54523
H67 7.38663 3.58479 0.47387
H68 5.24906 3.97040 1.87587
H69 4.48316 4.07249 0.26266
H70 4.30194 5.45536 1.34844
H71 4.74714 6.35365 -0.74094
H72 6.44384 6.26025 -1.40766
H73 5.28467 7.96631 1.01342
H74 6.25606 8.55803 -0.35608
H75 7.67023 7.97922 1.84214
H76 8.18833 7.11060 0.35785
H77 6.13234 6.19272 2.39892
H78 7.53911 5.27360 2.04376
C33 -1.71847 0.97513 -4.86910
C34 -3.20702 0.89600 -4.43478
C35 -3.84729 2.26032 -4.76223
N6 -5.36508 2.32167 -4.99318
C36 -6.00601 1.34861 -4.12160
C37 -5.65443 2.24905 -6.49916
C38 -5.32183 3.63430 -7.06003
C39 -5.26327 4.56715 -5.80825
C40 -5.89732 3.70371 -4.74279
H79 -1.19317 0.05330 -4.59461
H80 -1.26114 1.85909 -4.42474
H81 -1.59945 0.99314 -5.98121
H82 -3.20886 0.72855 -3.33682
H83 -3.53146 0.09189 -5.02773
H84 -3.34428 2.58341 -5.68408
H85 -3.61053 3.02673 -4.01109
H86 -5.59211 1.36128 -3.11478
H87 -5.71414 0.41005 -4.48733
H88 -7.08531 1.48488 -4.21762
H89 -6.68183 1.95397 -6.61853
H90 -5.02406 1.42857 -6.97827
H91 -6.13193 4.05047 -7.69716
H92 -4.38717 3.70853 -7.53430
H93 -5.81638 5.49643 -5.91823
H94 -4.22397 4.84653 -5.51644
H95 -6.98839 3.72774 -4.94638
H96 -5.75545 3.96010 -3.66194
C41 -3.20335 -7.83309 4.46735
C42 -4.54758 -7.22874 3.81397
C43 -4.61667 -5.81380 4.42296
N7 -5.78571 -5.02830 3.94675
C44 -6.99628 -5.76082 4.41633
C45 -5.73727 -3.57469 4.44626
C46 -6.81175 -2.89347 3.69259
C47 -6.85500 -3.65160 2.30662
C48 -5.88700 -4.83924 2.47795
H97 -3.06856 -8.86628 4.15247
H98 -3.23462 -7.79616 5.57162
H99 -2.38483 -7.21924 4.08803
H100 -5.39894 -7.83360 4.18838
H101 -4.41893 -7.12514 2.77342
H102 -3.81821 -5.20526 4.06670
H103 -4.64189 -5.88708 5.49286
H104 -7.94257 -5.27240 4.28735
H105 -6.90987 -5.98788 5.49492
H106 -7.00146 -6.66772 3.82454
H107 -5.72029 -3.44644 5.48087
H108 -4.80666 -3.20068 4.02438
H109 -7.73688 -2.78174 4.24806
H110 -6.42671 -1.91016 3.41556
H111 -7.89075 -3.89151 2.05731
H112 -6.53123 -2.98414 1.48698
H113 -6.16376 -5.69198 1.94930
H114 -4.89160 -4.60388 2.10112
B1 -1.76488 -3.67293 2.67108
F1 -1.47389 -2.83320 1.62200
F2 -0.53210 -4.11400 3.28874
F3 -2.48006 -2.92640 3.67386
F4 -2.50698 -4.74780 2.26009
C49 2.61434 -0.83947 0.38406
F5 1.68080 -0.90411 -0.57097
F6 2.12127 -0.07324 1.37472
F7 2.91280 -2.07163 0.82149
S1 4.01456 0.16125 -0.44697
O3 3.37202 1.26608 -1.15017
O4 4.95573 0.40780 0.64820
N8 4.63641 -1.04109 -1.38619
S2 4.26433 -1.09339 -2.93445
O5 3.06811 -1.78155 -3.35454
O6 4.54782 0.21960 -3.57281
C50 5.68974 -2.13420 -3.46806
F8 5.75086 -2.15603 -4.82077
F9 6.80171 -1.62400 -2.92778
F10 5.54472 -3.39161 -3.00697
C51 -7.15210 0.28724 0.53639
F11 -7.15843 0.69301 1.81653
F12 -7.80650 -0.85950 0.58556
F13 -7.82455 1.22599 -0.15530
S3 -5.44888 0.03161 -0.12472
O7 -4.81153 -0.96426 0.73489
O8 -5.64648 -0.27756 -1.53328
N9 -4.80328 1.40876 0.04393
S4 -4.85044 2.76081 -0.80745
O9 -3.80497 2.77805 -1.79012
O10 -6.16036 3.15073 -1.25614
C52 -4.38738 3.97126 0.48742
F14 -3.13804 3.65945 1.00133
F15 -4.35157 5.21231 -0.03415
F16 -5.25288 3.90836 1.43996
C53 1.44622 5.46361 2.68816
F17 1.63123 6.10788 3.73757
F18 2.54549 4.56711 2.47273
F19 0.27294 4.74107 2.71269
S5 1.53519 6.68264 1.21263
O11 0.35799 7.47390 1.28526
O12 2.80430 7.29553 1.52131
N10 1.80118 5.79068 -0.11586
S6 0.70911 4.74410 -0.63003
O13 0.82730 3.39939 -0.14682
O14 -0.63915 5.20189 -0.72272
C54 1.27161 4.60830 -2.37870
F20 2.50064 4.13988 -2.46458
F21 0.39875 3.83894 -3.02841
F22 1.25859 5.84739 -3.05413

---

no.,HOMO level (eV)
1,-7.998
2,-9.129
3,-13.200
4,-13.737